Formula: C38H37Cl3N2P2S2SiV
Source: OMol25
Level of theory: wB97M-V/def2-TZVPD

Summary:
* LUMO level (alpha / beta): -7.530 / -6.303 eV
* charge: +2
* 2S+1: 2
* HOMO (alpha / beta): -12.4305 / -12.4298 eV

Element x y z (Å)
V (-0.219, 0.600, -0.149)
C (1.976, 4.810, 6.387)
S (3.472, 3.810, 6.306)
C (3.704, 3.752, 4.519)
C (2.691, 2.855, 3.817)
C (2.954, 2.798, 2.320)
N (1.926, 2.039, 1.570)
P (0.383, 1.552, 2.036)
C (0.469, 0.608, 3.560)
C (1.282, -0.528, 3.549)
C (1.452, -1.268, 4.705)
C (0.803, -0.885, 5.874)
C (-0.007, 0.239, 5.886)
C (-0.176, 0.992, 4.731)
C (-0.681, 2.976, 2.332)
C (-2.031, 2.744, 2.607)
C (-2.892, 3.813, 2.793)
C (-2.416, 5.116, 2.692)
C (-1.078, 5.350, 2.406)
C (-0.209, 4.282, 2.225)
P (2.199, 1.274, 0.076)
C (3.582, 0.146, 0.283)
C (4.898, 0.611, 0.319)
C (5.939, -0.274, 0.558)
C (5.674, -1.622, 0.760)
C (4.367, -2.092, 0.725)
C (3.327, -1.209, 0.488)
C (2.689, 2.582, -1.062)
C (3.608, 2.380, -2.089)
C (3.861, 3.395, -3.000)
C (3.198, 4.609, -2.897)
C (2.275, 4.814, -1.879)
C (2.018, 3.804, -0.968)
H (1.774, 4.990, 7.441)
H (1.112, 4.300, 5.958)
H (2.125, 5.772, 5.896)
H (4.717, 3.376, 4.364)
H (3.673, 4.768, 4.117)
H (1.684, 3.238, 4.008)
H (2.737, 1.854, 4.248)
H (3.915, 2.311, 2.140)
H (3.020, 3.807, 1.901)
H (1.815, -0.815, 2.650)
H (2.094, -2.139, 4.699)
H (0.938, -1.462, 6.779)
H (-0.501, 0.544, 6.798)
H (-0.787, 1.884, 4.762)
H (-2.408, 1.730, 2.688)
H (-3.934, 3.632, 3.024)
H (-3.089, 5.950, 2.843)
H (-0.707, 6.363, 2.334)
H (0.835, 4.475, 2.016)
H (5.117, 1.658, 0.149)
H (6.957, 0.089, 0.583)
H (6.489, -2.310, 0.940)
H (4.162, -3.143, 0.873)
H (2.308, -1.586, 0.452)
H (4.132, 1.438, -2.180)
H (4.582, 3.237, -3.791)
H (3.403, 5.398, -3.608)
H (1.763, 5.763, -1.794)
H (1.301, 3.973, -0.170)
C (-2.007, 3.203, -0.799)
C (-2.860, 1.981, -0.662)
C (-4.233, 2.050, -0.966)
C (-5.007, 0.927, -0.867)
C (-4.431, -0.288, -0.436)
C (-5.153, -1.498, -0.308)
C (-4.528, -2.635, 0.125)
C (-3.163, -2.617, 0.459)
C (-2.437, -1.452, 0.345)
S (-0.741, -1.358, 0.748)
C (-3.065, -0.275, -0.119)
N (-2.299, 0.849, -0.258)
H (-2.334, 3.967, -0.090)
H (-2.082, 3.616, -1.805)
H (-0.949, 3.009, -0.596)
H (-4.650, 2.993, -1.292)
H (-6.061, 0.959, -1.115)
H (-6.206, -1.510, -0.561)
H (-5.081, -3.559, 0.219)
H (-2.681, -3.520, 0.809)
Cl (-0.265, 1.076, -2.646)
Si (0.682, -0.736, -1.954)
Cl (2.495, -0.896, -2.828)
Cl (-0.450, -2.274, -2.643)

List of Löwdin charges in e, atom by atom: number 1, V, carries 0.016; number 2, C, carries -0.410; number 3, S, carries 0.828; number 4, C, carries -0.512; number 5, C, carries -0.264; number 6, C, carries -0.204; number 7, N, carries -0.401; number 8, P, carries 0.944; number 9, C, carries -0.362; number 10, C, carries -0.109; number 11, C, carries -0.046; number 12, C, carries -0.039; number 13, C, carries -0.042; number 14, C, carries -0.071; number 15, C, carries -0.359; number 16, C, carries -0.114; number 17, C, carries -0.056; number 18, C, carries -0.049; number 19, C, carries -0.047; number 20, C, carries -0.085; number 21, P, carries 0.913; number 22, C, carries -0.371; number 23, C, carries -0.088; number 24, C, carries -0.041; number 25, C, carries -0.038; number 26, C, carries -0.048; number 27, C, carries -0.146; number 28, C, carries -0.351; number 29, C, carries -0.098; number 30, C, carries -0.042; number 31, C, carries -0.043; number 32, C, carries -0.053; number 33, C, carries -0.104; number 34, H, carries 0.037; number 35, H, carries 0.019; number 36, H, carries 0.042; number 37, H, carries 0.082; number 38, H, carries 0.085; number 39, H, carries 0.082; number 40, H, carries 0.109; number 41, H, carries 0.113; number 42, H, carries 0.118; number 43, H, carries 0.079; number 44, H, carries 0.117; number 45, H, carries 0.120; number 46, H, carries 0.119; number 47, H, carries 0.105; number 48, H, carries 0.118; number 49, H, carries 0.119; number 50, H, carries 0.119; number 51, H, carries 0.119; number 52, H, carries 0.094; number 53, H, carries 0.112; number 54, H, carries 0.120; number 55, H, carries 0.120; number 56, H, carries 0.119; number 57, H, carries 0.069; number 58, H, carries 0.085; number 59, H, carries 0.120; number 60, H, carries 0.119; number 61, H, carries 0.115; number 62, H, carries 0.078; number 63, C, carries -0.025; number 64, C, carries -0.298; number 65, C, carries 0.025; number 66, C, carries 0.055; number 67, C, carries -0.130; number 68, C, carries 0.019; number 69, C, carries -0.027; number 70, C, carries -0.046; number 71, C, carries -0.531; number 72, S, carries 0.790; number 73, C, carries -0.227; number 74, N, carries -0.002; number 75, H, carries 0.095; number 76, H, carries 0.108; number 77, H, carries 0.034; number 78, H, carries 0.134; number 79, H, carries 0.139; number 80, H, carries 0.132; number 81, H, carries 0.125; number 82, H, carries 0.124; number 83, Cl, carries 0.398; number 84, Si, carries -0.604; number 85, Cl, carries 0.407; number 86, Cl, carries 0.345

=====

Formula: C38H37CrNO4Se2
Source: OMol25
Level of theory: wB97M-V/def2-TZVPD

Summary:
* LUMO level (alpha / beta): 2.606 / 2.607 eV
* charge: -1
* 2S+1: 4
* HOMO (alpha / beta): -3.8834 / -4.0358 eV

Element x y z (Å)
Cr (-0.559, 0.212, 0.115)
O (-0.180, 0.561, 1.889)
C (0.781, 0.804, 2.837)
C (2.002, -0.066, 2.505)
C (2.583, 0.305, 1.172)
C (3.800, 0.966, 1.125)
C (4.337, 1.303, -0.100)
C (3.658, 0.943, -1.244)
C (2.438, 0.287, -1.137)
C (1.689, -0.118, -2.373)
C (0.525, 0.847, -2.690)
O (-0.395, 0.794, -1.683)
C (-0.142, 0.390, -4.011)
C (-1.522, 0.237, -4.047)
C (-2.166, -0.156, -5.215)
C (-1.439, -0.412, -6.371)
C (-0.057, -0.272, -6.344)
C (0.580, 0.125, -5.174)
C (1.030, 2.299, -2.837)
C (2.144, 2.642, -3.602)
C (2.571, 3.959, -3.707)
C (1.882, 4.966, -3.042)
C (0.769, 4.633, -2.279)
C (0.343, 3.311, -2.175)
N (1.894, 0.003, 0.058)
C (0.163, 0.450, 4.194)
C (0.683, -0.483, 5.076)
C (0.028, -0.775, 6.274)
C (-1.156, -0.135, 6.593)
C (-1.688, 0.804, 5.708)
C (-1.032, 1.093, 4.525)
C (1.212, 2.280, 2.833)
C (1.828, 2.856, 3.941)
C (2.290, 4.167, 3.900)
C (2.134, 4.926, 2.746)
C (1.512, 4.361, 1.639)
C (1.056, 3.050, 1.685)
H (1.659, -1.102, 2.482)
H (2.783, 0.042, 3.260)
H (4.299, 1.219, 2.051)
H (5.277, 1.839, -0.163)
H (4.056, 1.165, -2.225)
H (1.218, -1.091, -2.220)
H (2.396, -0.205, -3.199)
H (-2.077, 0.410, -3.138)
H (-3.243, -0.275, -5.212)
H (-1.939, -0.727, -7.279)
H (0.529, -0.476, -7.233)
H (1.658, 0.225, -5.186)
H (2.696, 1.874, -4.132)
H (3.443, 4.198, -4.304)
H (2.214, 5.995, -3.117)
H (0.219, 5.408, -1.756)
H (-0.516, 3.045, -1.564)
H (1.602, -1.003, 4.841)
H (0.446, -1.514, 6.948)
H (-1.668, -0.366, 7.520)
H (-2.619, 1.306, 5.944)
H (-1.450, 1.805, 3.819)
H (1.947, 2.276, 4.850)
H (2.762, 4.598, 4.775)
H (2.486, 5.950, 2.713)
H (1.375, 4.938, 0.731)
H (0.551, 2.638, 0.819)
O (-5.890, -0.944, -1.662)
C (-5.614, -1.016, -0.258)
C (-4.121, -0.798, 0.019)
C (-4.046, -0.786, 1.545)
O (-2.732, -1.017, 2.014)
C (-3.364, -1.979, -0.599)
Se (-1.394, -2.050, -0.615)
C (-3.703, 0.543, -0.638)
Se (-2.584, 1.767, 0.418)
H (-6.844, -0.960, -1.778)
H (-5.913, -1.996, 0.127)
H (-6.183, -0.245, 0.277)
H (-4.710, -1.571, 1.936)
H (-4.431, 0.183, 1.879)
H (-2.523, -0.402, 2.724)
H (-3.649, -2.036, -1.647)
H (-3.689, -2.903, -0.113)
H (-4.592, 1.096, -0.939)
H (-3.139, 0.335, -1.542)

List of Löwdin charges in e, atom by atom: number 1, Cr, carries 0.422; number 2, O, carries -0.345; number 3, C, carries -0.477; number 4, C, carries -0.053; number 5, C, carries -0.243; number 6, C, carries -0.020; number 7, C, carries -0.046; number 8, C, carries -0.016; number 9, C, carries -0.225; number 10, C, carries -0.049; number 11, C, carries -0.475; number 12, O, carries -0.391; number 13, C, carries -0.108; number 14, C, carries 0.002; number 15, C, carries -0.072; number 16, C, carries -0.112; number 17, C, carries -0.099; number 18, C, carries -0.043; number 19, C, carries -0.113; number 20, C, carries -0.055; number 21, C, carries -0.094; number 22, C, carries -0.108; number 23, C, carries -0.085; number 24, C, carries -0.005; number 25, N, carries 0.161; number 26, C, carries -0.144; number 27, C, carries -0.030; number 28, C, carries -0.090; number 29, C, carries -0.105; number 30, C, carries -0.077; number 31, C, carries -0.024; number 32, C, carries -0.134; number 33, C, carries -0.029; number 34, C, carries -0.092; number 35, C, carries -0.101; number 36, C, carries -0.062; number 37, C, carries -0.006; number 38, H, carries 0.141; number 39, H, carries 0.119; number 40, H, carries 0.115; number 41, H, carries 0.107; number 42, H, carries 0.106; number 43, H, carries 0.121; number 44, H, carries 0.108; number 45, H, carries 0.092; number 46, H, carries 0.100; number 47, H, carries 0.090; number 48, H, carries 0.092; number 49, H, carries 0.093; number 50, H, carries 0.097; number 51, H, carries 0.093; number 52, H, carries 0.091; number 53, H, carries 0.099; number 54, H, carries 0.085; number 55, H, carries 0.102; number 56, H, carries 0.095; number 57, H, carries 0.093; number 58, H, carries 0.100; number 59, H, carries 0.125; number 60, H, carries 0.116; number 61, H, carries 0.094; number 62, H, carries 0.093; number 63, H, carries 0.093; number 64, H, carries 0.090; number 65, O, carries -0.063; number 66, C, carries -0.233; number 67, C, carries -0.553; number 68, C, carries -0.273; number 69, O, carries -0.132; number 70, C, carries -0.517; number 71, Se, carries 0.625; number 72, C, carries -0.509; number 73, Se, carries 0.667; number 74, H, carries 0.080; number 75, H, carries 0.118; number 76, H, carries 0.127; number 77, H, carries 0.120; number 78, H, carries 0.100; number 79, H, carries 0.060; number 80, H, carries 0.050; number 81, H, carries 0.061; number 82, H, carries 0.054; number 83, H, carries 0.019

=====

Formula: C38H37IrN2O5P
Source: OMol25
Level of theory: wB97M-V/def2-TZVPD

Summary:
* LUMO level: -4.500 eV
* charge: +1
* 2S+1: 1
* HOMO: -10.6490 eV

Element x y z (Å)
Ir (0.599, -0.137, -0.363)
O (3.635, -4.173, 3.070)
C (3.097, -3.425, 2.315)
C (3.551, -1.986, 1.966)
O (4.512, -1.413, 2.401)
C (2.510, -1.499, 1.047)
C (1.548, -2.439, 0.805)
O (0.507, -2.115, 0.061)
C (1.771, -3.680, 1.557)
O (1.071, -4.653, 1.636)
O (2.360, -0.292, 0.543)
C (1.417, 4.024, 0.759)
C (2.501, 3.421, -0.088)
C (3.789, 3.942, -0.034)
C (4.813, 3.401, -0.791)
C (4.557, 2.333, -1.635)
C (3.285, 1.788, -1.729)
C (3.010, 0.671, -2.700)
C (2.277, 2.341, -0.937)
N (0.961, 1.737, -1.084)
C (0.157, 2.180, -1.991)
C (0.365, 3.432, -2.773)
C (-0.945, 1.255, -2.344)
C (-1.903, 1.625, -3.426)
N (-0.918, 0.118, -1.729)
C (-1.828, -0.937, -2.115)
C (-3.176, -0.861, -1.772)
C (-3.765, 0.311, -1.034)
C (-3.997, -1.923, -2.139)
C (-3.490, -3.011, -2.825)
C (-2.146, -3.052, -3.165)
C (-1.288, -2.018, -2.817)
C (0.155, -2.055, -3.238)
H (1.741, 4.981, 1.162)
H (1.191, 3.379, 1.606)
H (0.492, 4.190, 0.203)
H (3.986, 4.783, 0.620)
H (5.810, 3.814, -0.728)
H (5.355, 1.914, -2.234)
H (3.933, 0.350, -3.178)
H (2.317, 0.976, -3.488)
H (2.590, -0.211, -2.206)
H (1.153, 4.042, -2.342)
H (-0.562, 4.007, -2.815)
H (0.642, 3.193, -3.803)
H (-1.365, 2.009, -4.293)
H (-2.564, 2.423, -3.080)
H (-2.509, 0.777, -3.730)
H (-3.016, 0.860, -0.467)
H (-4.528, -0.029, -0.333)
H (-4.243, 1.008, -1.727)
H (-5.045, -1.890, -1.869)
H (-4.141, -3.831, -3.097)
H (-1.750, -3.899, -3.710)
H (0.370, -2.982, -3.767)
H (0.832, -2.009, -2.383)
H (0.395, -1.226, -3.909)
C (-1.326, 1.806, 1.611)
P (-0.709, 0.116, 1.448)
C (-2.164, -0.952, 1.605)
C (-2.337, -2.134, 0.894)
C (-3.447, -2.934, 1.138)
C (-4.380, -2.567, 2.091)
C (-4.200, -1.401, 2.827)
C (-3.098, -0.600, 2.591)
C (0.298, -0.235, 2.895)
C (0.129, -1.445, 3.569)
C (0.973, -1.776, 4.621)
C (1.991, -0.911, 4.990)
C (2.169, 0.291, 4.314)
C (1.331, 0.627, 3.267)
H (-1.978, 1.877, 2.478)
H (-1.888, 2.084, 0.719)
H (-0.503, 2.499, 1.735)
H (-1.600, -2.454, 0.175)
H (-3.568, -3.853, 0.580)
H (-5.241, -3.195, 2.280)
H (-4.911, -1.123, 3.593)
H (-2.954, 0.277, 3.206)
H (-0.652, -2.135, 3.273)
H (0.842, -2.718, 5.136)
H (2.661, -1.179, 5.796)
H (2.978, 0.954, 4.589)
H (1.512, 1.543, 2.717)

List of Löwdin charges in e, atom by atom: number 1, Ir, carries 1.271; number 2, O, carries 0.189; number 3, C, carries -0.224; number 4, C, carries -0.265; number 5, O, carries 0.152; number 6, C, carries -0.281; number 7, C, carries -0.283; number 8, O, carries -0.207; number 9, C, carries -0.267; number 10, O, carries 0.151; number 11, O, carries -0.169; number 12, C, carries -0.021; number 13, C, carries -0.210; number 14, C, carries -0.025; number 15, C, carries -0.045; number 16, C, carries -0.018; number 17, C, carries -0.206; number 18, C, carries -0.018; number 19, C, carries -0.202; number 20, N, carries -0.014; number 21, C, carries -0.242; number 22, C, carries 0.022; number 23, C, carries -0.233; number 24, C, carries 0.020; number 25, N, carries -0.017; number 26, C, carries -0.211; number 27, C, carries -0.232; number 28, C, carries -0.017; number 29, C, carries -0.038; number 30, C, carries -0.048; number 31, C, carries -0.018; number 32, C, carries -0.201; number 33, C, carries -0.025; number 34, H, carries 0.092; number 35, H, carries 0.050; number 36, H, carries 0.080; number 37, H, carries 0.119; number 38, H, carries 0.115; number 39, H, carries 0.121; number 40, H, carries 0.093; number 41, H, carries 0.085; number 42, H, carries 0.053; number 43, H, carries 0.093; number 44, H, carries 0.103; number 45, H, carries 0.109; number 46, H, carries 0.099; number 47, H, carries 0.108; number 48, H, carries 0.096; number 49, H, carries 0.043; number 50, H, carries 0.093; number 51, H, carries 0.092; number 52, H, carries 0.125; number 53, H, carries 0.115; number 54, H, carries 0.120; number 55, H, carries 0.091; number 56, H, carries 0.048; number 57, H, carries 0.086; number 58, C, carries -0.183; number 59, P, carries 0.947; number 60, C, carries -0.349; number 61, C, carries -0.082; number 62, C, carries -0.049; number 63, C, carries -0.052; number 64, C, carries -0.060; number 65, C, carries -0.086; number 66, C, carries -0.336; number 67, C, carries -0.062; number 68, C, carries -0.047; number 69, C, carries -0.042; number 70, C, carries -0.048; number 71, C, carries -0.077; number 72, H, carries 0.056; number 73, H, carries 0.045; number 74, H, carries 0.015; number 75, H, carries 0.092; number 76, H, carries 0.118; number 77, H, carries 0.114; number 78, H, carries 0.113; number 79, H, carries 0.102; number 80, H, carries 0.117; number 81, H, carries 0.122; number 82, H, carries 0.121; number 83, H, carries 0.119; number 84, H, carries 0.095

=====

| no. | molar mass (Da) |
| --- | --- |
| 1 | 833.20 |
| 2 | 781.63 |
| 3 | 824.91 |